(1)
The following is a DFT calculation (ωB97M-V with the def2-TZVPD basis set) of C4H8O2 in the gas phase.

```
14
Properties=species:S:1:pos:R:3:mulliken_charge:R:1
C 1.621 1.347 -0.611 -1.21
C 0.878 0.042 -0.414 -0.17
O 0.030 0.183 0.711 -0.35
C -0.830 -0.905 0.909 -0.42
C -2.196 -0.666 0.287 0.07
O -3.073 -1.494 0.279 -0.48
H 2.170 1.608 0.299 0.30
H 0.920 2.156 -0.834 0.30
H 2.334 1.261 -1.437 0.37
H 0.290 -0.209 -1.312 0.32
H 1.582 -0.787 -0.241 0.31
H -0.969 -1.041 1.988 0.33
H -0.421 -1.847 0.512 0.30
H -2.336 0.353 -0.137 0.33
```

Charge: 0
LUMO, eV: 0.98
Largest force on an atom, eV Å⁻¹: 0.539
E_HOMO, eV: -9.7
Frontier orbital gap, eV: 10.70
Structure (SMILES): CCOCC=O

---

(2)
The following is a DFT calculation (ωB97M-V with the def2-TZVPD basis set) of a molecular structure, C17H18FeN2O2 in a non-equilibrium geometry.

```
40
Properties=species:S:1:pos:R:3:mulliken_charge:R:1
C -3.357 -4.716 0.772 -0.95
N -1.964 -4.333 0.787 0.20
C -1.616 -2.935 0.849 0.19
O -2.554 -2.135 0.903 -0.70
N -0.312 -2.613 0.845 -0.15
C 0.676 -3.542 0.813 0.43
O 1.889 -3.219 0.813 -0.75
C 0.284 -4.952 0.776 -0.91
C -1.018 -5.300 0.766 0.31
H -3.401 -5.804 0.759 0.29
H -3.890 -4.352 1.651 0.27
H -3.875 -4.335 -0.111 0.27
H 1.053 -5.712 0.754 0.35
H -1.369 -6.333 0.741 0.20
C -0.134 0.302 1.866 -0.70
C -0.222 1.746 1.530 -0.96
C -0.533 2.212 0.251 1.28
C -0.657 3.626 -0.189 -0.94
C -0.769 3.650 -1.612 -0.41
C -0.647 2.280 -2.115 -0.82
C -0.485 1.408 -0.988 -0.19
Fe 0.910 2.797 -1.001 -0.31
C 2.545 1.873 -0.391 -0.41
C 2.518 3.260 0.056 -0.72
C 2.403 4.104 -1.118 -0.57
C 2.360 3.250 -2.284 -0.51
C 2.446 1.875 -1.841 -0.61
H 0.326 0.178 2.861 0.28
H -1.126 -0.187 1.878 0.16
H 0.467 -0.289 1.144 0.08
H -0.109 2.492 2.324 0.26
H -0.719 4.469 0.503 0.43
H -0.906 4.542 -2.217 0.39
H -0.646 1.956 -3.145 0.45
H -0.422 0.322 -0.972 0.48
H 2.738 1.000 0.229 0.61
H 2.690 3.618 1.070 0.45
H 2.479 5.190 -1.143 0.40
H 2.397 3.592 -3.315 0.39
H 2.548 1.013 -2.497 0.44
```

Charge: -2
LUMO (alpha / beta), eV: 4.94 / 4.94
2S+1: 5
Largest force on an atom, eV Å⁻¹: 2.314
E_HOMO (alpha / beta), eV: 2.1 / 0.0
Frontier orbital gap (alpha / beta), eV: 2.85 / 4.98
<S²>: 6.10

---

(3)
The following is a DFT calculation (ωB97M-V with the def2-TZVPD basis set) of C3H5NO2 in the gas phase.

```
11
Properties=species:S:1:pos:R:3:mulliken_charge:R:1
N -0.316 0.376 -2.103 -0.66
C -0.061 0.144 -0.892 0.47
C -0.478 0.995 0.286 -0.15
O 0.259 0.454 1.368 -0.35
C 0.523 -0.875 1.026 -0.11
O 0.613 -0.928 -0.394 -0.38
H 0.038 -0.377 -2.695 0.27
H -0.212 2.046 0.150 0.24
H -1.562 0.903 0.446 0.22
H 1.476 -1.179 1.463 0.19
H -0.281 -1.557 1.346 0.26
```

Charge: 0
LUMO, eV: 0.88
Largest force on an atom, eV Å⁻¹: 0.394
E_HOMO, eV: -10.4
Frontier orbital gap, eV: 11.23
Structure (SMILES): [H]/N=C1/COCO1

---

(4)
The following is a DFT calculation (ωB97M-V with the def2-TZVPD basis set) of 4 unconnected molecules or ions with the total composition C2H11NO5 in a non-equilibrium geometry.

```
19
Properties=species:S:1:pos:R:3:mulliken_charge:R:1
O -0.380 -0.481 0.490 -0.70
C -0.497 0.748 0.498 0.14
N -1.073 1.323 -0.584 -0.13
C -1.631 0.582 -1.757 -0.33
O -2.763 1.344 -2.163 -0.55
H -0.234 1.491 1.251 0.36
H -1.184 2.376 -0.705 0.23
H -0.915 0.432 -2.522 0.23
H -2.087 -0.468 -1.404 0.38
H -2.363 2.196 -2.676 0.32
H 3.771 -1.695 0.940 0.34
H 3.507 -0.271 0.639 0.30
O 3.766 -1.030 0.156 -0.63
H -0.857 -1.750 -0.605 0.46
H -1.303 -3.251 -0.871 0.29
O -1.483 -2.350 -1.187 -0.70
H 1.265 0.331 3.904 0.29
H 2.328 0.285 2.824 0.29
O 2.134 0.187 3.773 -0.59
```

Charge: 0
LUMO, eV: 0.21
Largest force on an atom, eV Å⁻¹: 5.128
E_HOMO, eV: -10.3
Frontier orbital gap, eV: 10.49
Structure (SMILES): O=CNCO.O.O.O

---

(5)
The following is a DFT calculation (ωB97M-V with the def2-TZVPD basis set) of a molecular structure, C18H17F3NO5S in a non-equilibrium geometry.

```
45
Properties=species:S:1:pos:R:3:mulliken_charge:R:1
C 3.696 -1.015 2.512 -1.27
C 2.807 0.194 2.339 -0.22
O 1.394 -0.125 2.215 -0.25
C 0.542 0.907 2.459 -0.37
C -0.993 0.498 2.507 2.06
C -1.952 1.098 3.611 -0.12
O -1.616 1.740 4.601 -0.60
C -3.443 0.702 3.275 -0.67
C -3.585 -0.795 2.849 -0.51
C -2.416 -1.507 2.056 -1.12
C -1.033 -1.032 2.432 -0.63
O 0.927 2.057 2.516 -0.62
H 4.714 -0.629 2.588 0.40
H 3.468 -1.538 3.444 0.33
H 3.650 -1.684 1.650 0.31
H 2.875 0.864 3.193 0.40
H 3.057 0.750 1.436 0.27
H -4.123 1.086 4.081 0.40
H -3.795 1.384 2.431 0.34
H -3.767 -1.432 3.746 0.35
H -4.422 -0.964 2.145 0.23
H -2.455 -2.587 2.285 0.46
H -2.447 -1.467 0.943 0.44
H -0.267 -1.351 1.697 0.30
H -0.707 -1.434 3.400 0.44
F -0.674 3.562 0.874 -0.25
C -1.049 2.379 0.354 0.83
F -1.844 2.655 -0.717 -0.26
F 0.020 1.678 -0.080 -0.16
S -2.004 1.286 1.336 -0.53
N 0.435 -1.245 -2.220 -0.43
C 1.792 -0.905 -2.137 0.07
O 2.526 -0.694 -1.174 -0.67
C 2.187 -0.868 -3.583 0.34
C 1.032 -0.755 -4.316 0.40
C 0.994 -0.856 -5.688 -0.53
C 2.226 -1.056 -6.323 -0.37
C 3.421 -1.100 -5.587 -0.40
C 3.419 -1.009 -4.187 -0.38
C -0.099 -0.604 -3.353 0.09
O -1.154 -0.028 -3.570 -0.68
H 0.047 -0.816 -6.207 0.45
H 2.244 -1.146 -7.404 0.35
H 4.378 -1.203 -6.091 0.34
H 4.311 -1.061 -3.577 0.44
```

Charge: -1
LUMO, eV: 2.58
Largest force on an atom, eV Å⁻¹: 3.941
E_HOMO, eV: -4.2
Frontier orbital gap, eV: 6.76

---

(6)
The following is a DFT calculation (ωB97M-V with the def2-TZVPD basis set) of CH3NO2 in the gas phase in a non-equilibrium geometry.

```
7
Properties=species:S:1:pos:R:3:mulliken_charge:R:1
C 0.190 -0.093 -0.073 0.68
H -1.084 1.457 0.293 0.19
H 0.619 2.005 0.254 0.28
H -1.853 -0.224 0.030 0.30
N -0.127 1.254 -0.079 -0.49
O -1.012 -0.860 0.016 -0.49
O 1.271 -0.572 0.036 -0.48
```

Charge: 0
LUMO, eV: 0.24
Largest force on an atom, eV Å⁻¹: 3.589
E_HOMO, eV: -10.8
Frontier orbital gap, eV: 11.02
Structure (SMILES): NC(=O)O

---

What did the second record say?
The following is a DFT calculation (ωB97M-V with the def2-TZVPD basis set) of a molecular structure, C17H18FeN2O2 in a non-equilibrium geometry.

```
40
Properties=species:S:1:pos:R:3:mulliken_charge:R:1
C -3.357 -4.716 0.772 -0.95
N -1.964 -4.333 0.787 0.20
C -1.616 -2.935 0.849 0.19
O -2.554 -2.135 0.903 -0.70
N -0.312 -2.613 0.845 -0.15
C 0.676 -3.542 0.813 0.43
O 1.889 -3.219 0.813 -0.75
C 0.284 -4.952 0.776 -0.91
C -1.018 -5.300 0.766 0.31
H -3.401 -5.804 0.759 0.29
H -3.890 -4.352 1.651 0.27
H -3.875 -4.335 -0.111 0.27
H 1.053 -5.712 0.754 0.35
H -1.369 -6.333 0.741 0.20
C -0.134 0.302 1.866 -0.70
C -0.222 1.746 1.530 -0.96
C -0.533 2.212 0.251 1.28
C -0.657 3.626 -0.189 -0.94
C -0.769 3.650 -1.612 -0.41
C -0.647 2.280 -2.115 -0.82
C -0.485 1.408 -0.988 -0.19
Fe 0.910 2.797 -1.001 -0.31
C 2.545 1.873 -0.391 -0.41
C 2.518 3.260 0.056 -0.72
C 2.403 4.104 -1.118 -0.57
C 2.360 3.250 -2.284 -0.51
C 2.446 1.875 -1.841 -0.61
H 0.326 0.178 2.861 0.28
H -1.126 -0.187 1.878 0.16
H 0.467 -0.289 1.144 0.08
H -0.109 2.492 2.324 0.26
H -0.719 4.469 0.503 0.43
H -0.906 4.542 -2.217 0.39
H -0.646 1.956 -3.145 0.45
H -0.422 0.322 -0.972 0.48
H 2.738 1.000 0.229 0.61
H 2.690 3.618 1.070 0.45
H 2.479 5.190 -1.143 0.40
H 2.397 3.592 -3.315 0.39
H 2.548 1.013 -2.497 0.44
```

Charge: -2
LUMO (alpha / beta), eV: 4.94 / 4.94
2S+1: 5
Largest force on an atom, eV Å⁻¹: 2.314
E_HOMO (alpha / beta), eV: 2.1 / 0.0
Frontier orbital gap (alpha / beta), eV: 2.85 / 4.98
<S²>: 6.10